[1]
The following is a DFT calculation (ωB97M-V/def2-TZVPD) of a molecular structure, C25H38O23Pd2.

Geometry as XYZ:
```
88
Properties=species:S:1:pos:R:3:forces:R:3
Pd -1.754 -2.939 0.718 0.226 0.698 -0.563
Pd -0.157 -2.099 -2.350 0.285 -0.880 1.597
C -0.165 -6.173 -1.050 -0.431 0.254 0.208
C -1.339 -5.269 -1.591 2.435 -1.920 -0.421
O -1.139 -3.912 -1.351 -0.490 2.034 0.395
H -0.166 -7.188 -1.448 -0.927 -0.214 0.258
H -0.153 -6.189 0.039 0.136 -0.158 0.021
H 0.832 -5.914 -1.409 -0.110 0.966 -0.019
H -2.305 -5.579 -1.194 -0.108 0.106 0.238
H -1.332 -5.590 -2.633 -0.521 0.866 -0.539
C 1.108 -0.145 0.703 0.526 -0.476 -0.160
C -0.392 -0.051 0.343 0.642 -0.758 0.018
O -0.834 -1.196 -0.356 0.169 -0.341 0.511
H 1.339 -0.926 1.428 -0.434 -0.044 0.125
H 1.356 0.817 1.151 0.096 0.002 -0.096
H 1.739 -0.351 -0.161 -0.154 0.328 -0.118
H -0.438 0.812 -0.320 -0.463 0.174 -0.124
H -0.902 0.014 1.304 -0.567 0.256 -0.338
C -1.667 2.877 2.623 0.284 -0.304 -0.808
C -1.117 4.110 1.836 -0.382 -1.911 -0.304
O -2.206 4.946 1.958 -0.438 2.550 -1.038
C -3.053 4.594 2.874 -5.145 2.825 3.997
O -3.983 5.289 3.386 4.046 -2.920 -2.713
O -2.797 3.345 3.322 0.469 0.632 0.961
H -0.891 2.441 3.253 -0.371 -0.230 0.237
H -2.205 2.183 1.978 1.230 -0.608 -0.593
H -1.039 3.836 0.784 0.380 0.157 -0.073
H -0.209 4.599 2.189 -0.060 -0.221 0.262
C -3.457 0.381 5.218 1.594 2.077 4.471
C -2.279 -0.386 5.839 0.537 -0.545 -0.246
O -1.769 -1.016 4.640 -1.978 -1.854 -2.807
C -2.842 -1.106 3.701 2.554 0.227 -1.891
O -2.848 -1.639 2.537 0.705 0.946 3.804
O -3.781 -0.284 4.084 -1.210 -1.243 -2.215
H -3.005 1.370 5.139 -0.526 0.312 -1.434
H -4.282 0.562 5.907 -0.283 -0.637 -0.347
H -2.450 -1.128 6.619 -0.468 -0.196 -0.279
H -1.418 0.192 6.175 -0.501 0.510 0.089
C 3.548 -5.528 -0.236 1.785 -2.640 1.742
C 3.809 -5.643 -1.698 1.048 -1.137 -0.593
O 3.533 -4.320 -2.132 -1.742 1.284 -0.277
C 2.609 -3.818 -1.270 0.354 -1.019 -1.088
O 1.784 -2.963 -1.519 0.395 0.453 -0.034
O 2.667 -4.479 -0.137 -1.673 2.112 0.673
H 4.425 -5.422 0.403 0.248 0.832 -0.247
H 3.096 -6.401 0.235 -0.386 -0.148 -0.502
H 3.174 -6.413 -2.138 -0.510 0.472 -0.394
H 4.808 -5.900 -2.048 0.109 0.192 0.547
C -3.635 1.664 -0.369 -0.829 -1.089 1.022
C -4.932 1.302 -1.051 0.155 -0.531 -1.211
O -5.392 2.510 -1.631 1.484 0.104 1.583
C -4.758 3.484 -0.893 -4.282 4.663 -1.523
O -5.184 4.633 -1.068 2.662 -3.072 1.218
O -3.908 3.005 0.037 0.535 0.373 -1.243
H -2.729 1.483 -0.948 0.129 0.643 0.113
H -3.733 1.090 0.552 1.186 -0.195 0.092
H -5.536 0.952 -0.214 -0.920 -0.152 -0.714
H -4.837 0.661 -1.928 -0.054 -0.749 0.639
C 3.600 -0.530 3.074 -0.444 1.385 0.796
C 3.933 -1.867 2.510 0.775 1.227 -0.434
O 5.064 -2.211 3.331 -1.151 -2.456 -1.940
C 5.350 -1.271 4.226 3.009 -0.213 1.265
O 6.333 -1.318 4.915 -1.235 -0.015 -0.398
O 4.508 -0.276 4.158 -1.691 0.788 -0.193
H 2.579 -0.618 3.445 -0.001 1.053 0.147
H 3.826 0.269 2.367 -0.787 0.121 0.005
H 4.167 -1.649 1.468 0.923 -0.777 -0.120
H 3.012 -2.447 2.447 0.630 -1.128 0.892
C -1.163 4.565 -5.175 1.669 0.617 -0.381
C -1.231 5.824 -4.276 0.844 -2.061 -1.688
O -1.051 5.169 -3.006 -0.629 2.273 2.011
C -1.120 3.863 -3.054 1.115 -1.605 1.962
O -0.902 3.033 -2.166 -0.671 1.930 -0.682
O -1.317 3.500 -4.265 -1.419 -2.199 -2.581
H -0.128 4.458 -5.499 -0.090 0.011 -0.689
H -1.847 4.540 -6.022 -0.070 -0.248 0.380
H -2.156 6.276 -4.632 -0.230 0.695 1.774
H -0.323 6.407 -4.434 -0.570 0.429 0.083
C 4.060 1.318 -3.297 -0.383 1.602 -0.149
C 3.391 1.405 -4.628 1.184 -0.012 -2.242
O 2.104 0.824 -4.467 -1.464 -0.593 1.993
C 2.042 0.355 -3.197 -1.575 -0.354 -0.629
O 1.011 0.053 -2.552 1.957 -0.265 -1.884
O 3.273 0.233 -2.751 0.756 0.649 2.635
H 3.911 2.349 -2.977 -1.030 -0.302 1.925
H 5.136 1.308 -3.123 -0.068 -1.506 -0.695
H 3.980 0.825 -5.338 -0.499 0.252 -0.622
H 3.150 2.428 -4.916 0.701 -0.159 -0.409
```
Positions in Å, forces in eV/Å.

Computed properties:
**Energy relative to the best compared isomer or geometry (same formula, charge and spin)**: 477.2 kJ/mol
**Spin multiplicity**: 5
**Net charge**: +2
**E_tot**: -2960.8056 hartree
**Highest occupied orbital energy (alpha / beta)**: -13.8 / -13.8 eV
**LUMO level (alpha / beta)**: -6.50 / -9.62 eV

[2]
The following is a DFT calculation (ωB97M-V/def2-TZVPD) of a molecular structure, C25H39AsCl2NO4PS5W.

Geometry as XYZ:
```
79
Properties=species:S:1:pos:R:3:forces:R:3
W -2.400 -1.798 -0.746 -1.375 2.072 0.702
S -3.848 -3.904 -0.541 -0.022 -0.253 0.185
As -1.952 -3.993 0.444 0.217 -0.270 -0.403
S -0.683 -3.501 -1.351 -0.047 -0.296 0.228
S -3.008 -0.962 1.392 0.326 -0.494 -0.383
S -1.379 -5.391 1.883 -0.007 -0.181 0.122
O -0.341 -0.833 0.176 0.342 -0.074 -0.197
P 0.749 -0.208 0.985 -0.260 -0.015 0.091
C 0.037 1.250 1.866 0.019 0.216 0.091
C 0.835 1.909 3.006 -0.008 0.049 -0.125
C 1.744 3.048 2.536 -0.081 -0.038 -0.003
C 0.982 4.079 1.704 -0.002 -0.037 -0.010
C 0.233 3.415 0.549 0.029 -0.064 0.017
C -0.697 2.324 1.061 0.033 -0.034 0.011
C 2.306 -0.223 -0.005 0.197 0.120 -0.081
C 2.148 -0.253 -1.542 0.107 0.157 -0.019
C 2.534 1.036 -2.273 -0.001 -0.127 0.051
C 3.874 1.590 -1.803 0.005 -0.025 0.018
C 3.792 1.874 -0.309 -0.111 -0.039 0.009
C 3.541 0.581 0.466 -0.069 -0.005 -0.192
C 1.173 -1.230 2.485 0.130 0.005 0.056
C 0.788 -2.700 2.296 0.056 -0.032 -0.017
C 1.866 -3.548 1.631 -0.037 0.093 -0.035
C 3.167 -3.488 2.427 -0.051 -0.053 0.007
C 3.650 -2.048 2.560 -0.020 0.042 -0.042
C 2.567 -1.144 3.157 -0.131 -0.117 0.000
H -0.766 0.651 2.318 -0.048 -0.040 0.027
H 1.406 1.183 3.582 -0.003 -0.010 0.002
H 0.097 2.329 3.700 -0.023 0.011 -0.009
H 2.561 2.644 1.938 0.028 -0.036 -0.026
H 2.206 3.527 3.405 0.005 0.023 0.033
H 1.673 4.842 1.331 0.012 0.010 -0.003
H 0.260 4.596 2.350 0.000 -0.009 -0.012
H 0.935 2.972 -0.162 -0.021 0.012 0.017
H -0.336 4.153 -0.020 -0.018 0.026 0.011
H -1.250 1.867 0.246 0.104 0.021 0.095
H -1.430 2.774 1.746 0.008 -0.024 -0.038
H 2.521 -1.262 0.246 0.044 -0.103 -0.006
H 1.135 -0.563 -1.799 -0.014 0.057 0.014
H 2.815 -1.046 -1.898 0.011 -0.037 -0.016
H 1.763 1.787 -2.121 -0.088 0.041 0.007
H 2.553 0.828 -3.347 -0.012 0.011 0.003
H 4.122 2.504 -2.350 -0.005 0.008 -0.020
H 4.683 0.870 -1.997 -0.031 0.021 0.016
H 2.978 2.587 -0.141 0.051 -0.040 -0.006
H 4.706 2.347 0.064 0.040 -0.019 0.004
H 3.507 0.777 1.536 -0.036 0.035 0.041
H 4.424 -0.054 0.313 -0.050 0.040 -0.011
H 0.456 -0.830 3.205 -0.032 0.009 0.053
H -0.146 -2.749 1.745 0.043 0.007 0.008
H 0.576 -3.126 3.285 0.004 0.016 -0.060
H 2.029 -3.217 0.598 -0.007 -0.004 0.039
H 1.494 -4.567 1.555 -0.032 -0.128 0.010
H 3.943 -4.104 1.961 -0.016 0.009 -0.005
H 2.991 -3.905 3.428 0.000 0.016 -0.043
H 3.960 -1.686 1.578 -0.009 -0.029 0.061
H 4.538 -1.994 3.197 0.019 -0.006 0.026
H 2.933 -0.123 3.231 0.032 0.088 -0.011
H 2.414 -1.478 4.192 -0.011 0.010 0.000
Cl -3.465 -2.656 -4.121 0.009 -0.068 -0.034
C -4.812 -1.631 -3.758 -0.045 0.003 -0.067
C -5.770 -1.415 -4.729 0.033 0.033 0.089
C -6.850 -0.570 -4.491 0.083 -0.018 0.065
C -6.949 0.048 -3.249 0.070 -0.013 0.097
C -5.997 -0.188 -2.275 -0.097 0.052 -0.023
Cl -6.175 0.570 -0.711 -0.006 -0.023 -0.097
C -4.867 -1.034 -2.462 -0.083 0.066 0.068
N -3.968 -1.228 -1.518 0.577 -0.424 -0.392
H -5.653 -1.907 -5.686 0.006 -0.004 -0.013
H -7.592 -0.392 -5.258 0.000 -0.004 0.009
H -7.774 0.711 -3.021 0.004 -0.002 0.007
C -2.937 1.798 -1.870 -0.294 0.013 0.055
S -1.486 1.061 -2.537 0.025 -0.444 -0.413
O -1.470 1.371 -3.954 -0.007 -0.122 0.175
O -0.383 1.626 -1.784 0.165 0.054 0.035
O -1.627 -0.413 -2.306 0.449 0.327 0.129
H -2.791 2.876 -1.916 -0.019 -0.027 0.008
H -3.076 1.459 -0.843 -0.053 0.005 -0.028
H -3.789 1.498 -2.477 -0.005 0.011 0.045
```
Positions in Å, forces in eV/Å.

Computed properties:
**Energy relative to the best compared isomer or geometry (same formula, charge and spin)**: 183.5 kJ/mol
**Spin multiplicity**: 3
**Net charge**: -2
**E_tot**: -6887.4794 hartree
**Highest occupied orbital energy (alpha / beta)**: -0.9 / -1.3 eV
**LUMO level (alpha / beta)**: 4.12 / 3.89 eV

[3]
The following is a DFT calculation (ωB97M-V/def2-TZVPD) of a molecular structure, C25H39BFN3O5RhSb.

Geometry as XYZ:
```
76
Properties=species:S:1:pos:R:3:forces:R:3
Rh 0.202 -2.802 -1.197 -1.031 1.430 0.561
C 5.860 2.644 -0.589 1.019 -0.179 0.411
C 5.081 1.589 0.187 -0.331 0.342 0.998
N 3.810 1.020 -0.331 -0.327 -0.747 -0.403
C 3.819 -0.309 -0.681 1.019 -0.884 -0.679
C 2.740 -1.051 -1.122 1.097 1.258 0.482
C 3.011 -2.420 -1.554 -0.435 -2.863 -1.434
O 4.139 -2.846 -1.611 -0.060 0.277 0.262
O 1.974 -3.231 -1.959 1.644 1.302 0.379
C 1.515 -0.362 -1.268 -2.736 1.684 -0.231
O 0.358 -0.873 -1.733 1.605 -0.075 0.210
C 1.429 1.016 -0.886 -0.802 0.524 -0.216
C 0.164 1.736 -1.051 2.922 0.448 0.979
C 0.149 3.041 -0.581 1.247 0.594 -0.045
F -0.950 3.777 -0.807 0.021 0.043 0.234
C 1.278 3.718 0.042 -1.237 -1.326 0.021
C 2.445 2.985 0.204 1.102 -0.161 -0.562
C 2.583 1.705 -0.344 -0.560 0.258 0.327
N 1.199 4.989 0.618 -2.295 0.522 -0.063
C 2.150 6.019 0.392 0.335 0.660 -1.200
C 1.560 7.391 -0.023 -0.765 1.027 -0.164
N 0.185 7.532 0.666 -0.541 0.088 0.312
C 0.080 6.734 1.953 -0.821 0.391 0.939
C 0.184 5.250 1.693 2.549 -0.426 -0.030
H 6.449 3.211 0.204 -0.524 -0.721 -1.177
H 5.226 3.362 -1.092 -0.040 0.061 -0.332
H 6.571 2.116 -1.273 -0.662 0.902 0.318
H 4.838 2.030 1.162 -0.120 -0.328 -0.047
H 5.770 0.767 0.368 -0.359 -0.185 0.089
H 4.818 -0.779 -0.748 -0.794 0.234 0.311
H -0.618 1.325 -1.643 -0.548 -0.254 -0.028
H 3.315 3.496 0.668 -0.706 -0.518 -0.314
H 2.788 5.869 -0.490 0.094 -0.876 0.513
H 2.760 6.111 1.273 0.627 0.576 0.313
H 1.376 7.598 -1.153 0.367 -0.719 2.025
H 2.206 8.183 0.375 -0.196 -0.096 -0.224
H -0.453 7.115 -0.015 -0.292 -0.044 0.234
H -0.196 8.489 0.861 0.929 -0.726 -0.516
H -0.902 6.901 2.433 0.219 0.246 -0.593
H 0.772 7.124 2.730 0.100 -0.214 -1.033
H -0.723 4.766 1.435 -1.034 -0.049 -0.465
H 0.482 4.799 2.662 0.079 0.032 -0.325
C -4.858 -2.272 -2.063 0.315 -0.155 -0.160
C -4.111 -3.086 -0.980 -1.439 0.518 -0.992
C -4.887 -4.388 -0.814 -0.023 0.095 -0.992
O -2.861 -3.419 -1.584 2.473 0.674 1.421
B -1.895 -2.826 -0.789 -1.455 0.117 0.335
O -2.321 -2.081 0.316 0.141 -1.707 -1.598
C -3.867 -2.204 0.308 2.229 -1.778 -1.181
C -4.300 -2.860 1.535 -0.971 0.204 2.455
C -4.251 -0.797 0.308 -1.799 1.160 0.326
H -5.252 -2.965 -2.829 0.386 0.464 0.223
H -4.138 -1.555 -2.524 -0.768 -0.407 0.264
H -5.716 -1.759 -1.628 0.081 0.152 -0.119
H -4.858 -4.839 -1.835 -0.060 0.091 0.850
H -5.899 -4.002 -0.693 -0.354 -0.841 0.525
H -4.560 -5.161 -0.092 -0.218 0.821 -0.131
H -3.883 -3.814 1.875 0.084 0.223 -0.568
H -5.391 -2.945 1.526 0.010 -0.332 -0.261
H -4.172 -2.117 2.336 0.325 -0.451 0.132
H -3.861 -0.344 -0.565 0.081 0.838 -0.823
H -3.805 -0.357 1.175 0.566 0.400 0.448
H -5.334 -0.574 0.458 0.609 -0.477 -0.541
C 2.106 -5.666 0.241 0.933 1.675 -0.446
Sb 0.092 -4.944 0.049 -0.881 -3.395 1.638
C -1.196 -6.763 -0.254 -0.261 0.746 -1.868
C -0.681 -4.883 2.033 -1.096 0.160 1.016
H 2.721 -5.273 1.111 -1.103 -0.487 -0.983
H 2.580 -5.319 -0.706 -0.152 -0.055 0.703
H 2.112 -6.725 0.175 -0.133 -0.989 0.378
H -1.576 -6.709 -1.305 0.387 -0.195 0.791
H -2.086 -6.680 0.374 0.327 0.297 0.203
H -0.750 -7.755 -0.108 0.386 0.574 0.092
H -0.049 -4.200 2.635 -0.622 -0.393 -0.088
H -0.718 -5.914 2.505 0.441 1.158 -0.753
H -1.778 -4.536 2.032 1.802 -0.212 -0.131
```
Positions in Å, forces in eV/Å.

Computed properties:
**Energy relative to the best compared isomer or geometry (same formula, charge and spin)**: 179.7 kJ/mol
**Spin multiplicity**: 5
**Net charge**: +2
**E_tot**: -1991.3115 hartree
**Highest occupied orbital energy (alpha / beta)**: -10.6 / -13.6 eV
**LUMO level (alpha / beta)**: -4.74 / -8.56 eV

- Look up the spin multiplicity of the second one.
  3